(1)
Entry from the OMol25 dataset: a cluster of 2 separate species, C3H12N3O in total (ωB97M-V/def2-TZVPD).

Orbital gap (Eh): 0.4273
E_tot (a.u.): -360.8007
Spin multiplicity: 1
Net charge: +1
LUMO energy (eV): -2.83
Relative energy (zero: lowest compared OMol25 entry of this formula, charge and spin) (eV): 0.9267

Last column: Löwdin charge in e.
CARTESIAN COORDINATES (ANGSTROEM)
C: -0.208 -1.237 -2.849  -0.10
O: 0.428 -1.130 -1.566  -0.16
H: 0.951 -1.936 -1.458  0.10
H: -0.039 -0.330 -3.419  0.08
H: 0.172 -2.076 -3.436  0.09
H: -1.285 -1.317 -2.743  0.08
C: 1.669 -0.060 1.209  -0.03
C: -0.589 0.894 1.244  -0.45
N: -1.092 -0.158 0.621  0.22
N: 0.688 0.953 1.602  0.05
N: -1.391 1.908 1.586  0.20
H: -0.546 -0.710 -0.053  0.09
H: -2.095 -0.203 0.566  0.13
H: 1.097 1.874 1.643  0.16
H: -1.174 2.478 2.385  0.13
H: -2.358 1.836 1.322  0.13
H: 2.029 0.168 0.198  0.10
H: 1.222 -1.039 1.290  0.09
H: 2.522 0.084 1.859  0.10



(2)
Entry from the OMol25 dataset: a cluster of 2 separate species, C12H16Si in total (ωB97M-V/def2-TZVPD).

Orbital gap (Eh): 0.3023
E_tot (a.u.): -756.1526
Spin multiplicity: 1
SMILES: C=[Si](C)c1ccccc1.C1=CCC1
Net charge: 0
LUMO energy (eV): 0.30
Relative energy (zero: lowest compared OMol25 entry of this formula, charge and spin) (eV): 5.9613

Last column: Löwdin charge in e.
CARTESIAN COORDINATES (ANGSTROEM)
C: 0.481 -2.636 0.177  -0.10
C: 0.257 -1.788 1.272  -0.13
C: -0.395 -2.586 -0.940  -0.08
C: -0.487 -0.631 1.098  -0.13
C: -1.453 -1.699 -0.850  -0.12
C: -1.352 -0.564 -0.018  -0.30
C: 2.778 0.666 0.743  -0.16
C: 2.521 1.739 0.033  -0.13
C: 3.021 -0.218 -0.426  -0.14
C: 2.821 1.124 -1.290  -0.13
C: -1.898 2.402 0.667  -0.18
C: -4.300 0.505 -0.759  -0.22
Si: -2.673 0.784 -0.050  0.80
H: 1.317 -3.404 0.397  0.14
H: 0.789 -1.853 2.273  0.13
H: -0.476 -3.171 -1.824  0.09
H: -0.491 0.108 1.894  0.10
H: -2.266 -1.764 -1.575  0.10
H: 2.657 0.534 1.844  0.11
H: 4.037 -0.630 -0.416  0.10
H: 2.111 -0.957 -0.403  0.11
H: 1.990 0.975 -1.847  0.06
H: 3.592 1.556 -1.822  0.08
H: -1.684 2.331 1.665  -0.02
H: -0.931 2.599 0.111  0.06
H: -2.648 3.113 0.719  -0.01
H: 2.215 2.769 0.362  0.11
H: -4.537 -0.516 -0.717  -0.08
H: -4.995 1.213 -0.318  -0.05